Below is a structure of composition C18H36F6Na2O18P, with properties calculated with ωB97M-V/def2-TZVPD.

```
! wB97M-V def2-TZVPD RIJCOSX def2/J DEFGRID3
* xyz 1 1
Na -0.490 3.654 -0.436
Na -3.348 -0.314 -1.529
P -0.329 0.651 0.204
F -1.567 1.676 0.457
F 0.587 1.908 0.751
F -0.367 0.131 1.711
F 0.938 -0.231 -0.158
F -1.331 -0.498 -0.350
F -0.237 1.328 -1.285
C 1.285 -2.891 1.302
O 0.929 -4.184 0.884
C 1.893 -5.070 0.716
O 3.071 -4.839 0.689
O 1.348 -6.268 0.602
C 2.210 -7.420 0.529
H 0.421 -2.275 1.534
H 1.851 -2.333 0.553
H 1.945 -2.904 2.174
H 1.951 -7.880 -0.422
H 1.910 -8.070 1.346
H 3.261 -7.154 0.585
C -3.515 0.149 3.067
O -4.890 0.013 2.714
C -5.220 0.239 1.459
O -4.455 0.439 0.548
O -6.544 0.223 1.416
C -7.190 0.476 0.160
H -2.956 -0.766 2.863
H -3.450 0.379 4.124
H -3.015 0.917 2.474
H -6.516 0.986 -0.525
H -8.078 1.057 0.386
H -7.481 -0.495 -0.248
C 2.127 2.591 3.877
O 2.116 2.272 5.259
C 2.053 3.347 6.029
O 2.174 4.483 5.648
O 1.864 2.990 7.279
C 1.700 4.051 8.220
H 2.948 3.289 3.679
H 1.302 3.256 3.611
H 2.215 1.736 3.219
H 1.290 3.612 9.128
H 0.875 4.690 7.899
H 2.638 4.572 8.369
C 3.284 2.356 -0.457
O 3.877 3.517 0.122
C 3.183 4.214 1.014
O 1.987 4.231 1.191
O 4.044 4.958 1.672
C 3.599 5.838 2.679
H 4.012 1.936 -1.141
H 2.373 2.638 -0.981
H 3.040 1.650 0.331
H 4.257 5.708 3.539
H 2.636 5.560 3.123
H 3.535 6.876 2.362
C 1.706 0.762 -3.724
O 1.363 -0.504 -4.269
C 0.974 -0.566 -5.547
O 0.791 0.373 -6.279
O 0.801 -1.835 -5.850
C 0.095 -2.128 -7.048
H 1.909 0.652 -2.664
H 0.788 1.353 -3.796
H 2.514 1.271 -4.245
H 0.555 -1.671 -7.921
H -0.944 -1.825 -6.900
H 0.068 -3.197 -7.250
C -3.964 -3.251 -5.595
O -2.697 -3.474 -4.967
C -2.254 -2.684 -4.017
O -2.753 -1.652 -3.631
O -1.116 -3.211 -3.601
C -0.372 -2.585 -2.588
H -4.590 -4.093 -5.303
H -3.817 -3.255 -6.673
H -4.371 -2.290 -5.282
H 0.691 -2.736 -2.758
H -0.551 -2.947 -1.568
H -0.575 -1.516 -2.492
*
```

HOMO energy	-12.3	eV
Kohn-Sham gap	8.87	eV
total energy	-3327.10048	a.u.